# C8H15I2N2O2

An isolated ion of composition C8H15I2N2O2 and charge +1 (wB97M-V/def2-TZVPD, the OMol25 dataset).

For the total energy, the calculation gives -31805.44270 eV. The structure (SMILES) is CCN[N@H+]1C[C@H](I)[C@@H](I)[C@@]1(O)CC=O. The calculation puts the molar mass at 425.0 Da. The charge is +1. The largest force on an atom is 4.4 eV/Å. For the frontier orbital gap, the calculation gives 9.65 eV. Its HOMO energy is -13.13 eV.

Structure (XYZ):
```
29
Properties=species:S:1:pos:R:3:nbo_charge:R:1
H -3.429 0.705 -0.849 0.17
N -0.292 1.188 0.876 -0.43
N 0.484 0.641 -0.164 -0.26
H -0.444 2.178 0.593 0.39
C 0.689 -0.522 -2.251 -0.42
H -1.430 0.735 -2.760 0.50
H 1.051 1.368 -0.665 0.44
C 1.450 -0.466 0.101 -0.30
C -2.936 -0.141 -0.269 0.41
H 2.313 -0.288 0.828 0.28
H -1.957 -1.661 -1.543 0.28
I 0.222 -2.216 -3.528 0.20
H 0.882 0.309 -3.005 0.27
H 0.989 -1.452 0.442 0.27
H 1.535 1.431 2.137 0.20
H 1.031 -0.583 3.330 0.22
O -3.428 -0.522 0.823 -0.49
I 3.746 0.418 -2.065 0.17
H -0.594 -0.763 2.510 0.22
C 2.043 -0.800 -1.369 -0.37
C 0.414 1.237 2.192 -0.28
C -1.605 -0.919 -0.738 -0.57
C 0.037 -0.037 3.140 -0.63
H -0.027 2.144 2.753 0.25
O -1.019 1.151 -1.961 -0.73
C -0.431 0.046 -1.226 0.42
H -1.205 -1.581 0.116 0.26
H -0.461 0.271 4.110 0.25
H 2.373 -1.872 -1.557 0.28
```